ORCA calculation (ωB97M-V/def2-TZVPD) on a cluster of 9 separate species, C36H72N9O10 in total at a distorted geometry.

```
127
Properties=species:S:1:pos:R:3:lowdin_charge:R:1
C 0.03767 0.34176 2.78920 0.02
C 0.59321 0.21123 1.39497 -0.38
C 0.05101 -1.01853 0.66506 -0.12
C -1.37495 -0.89717 0.17739 -0.11
C -1.33356 0.21552 -0.93288 -0.08
C -0.98306 1.58771 -0.31127 -0.42
N 0.32338 1.41677 0.46820 0.09
O 1.06912 2.45644 0.58735 0.21
C -2.02727 2.15405 0.68675 0.02
C -0.67604 2.55161 -1.48082 -0.01
C 2.15372 0.13879 1.50038 0.00
H 0.33056 -0.59639 3.37288 0.15
H -0.92203 0.58681 2.91881 0.01
H 0.56023 1.04526 3.35241 0.08
H 0.16285 -2.00662 1.22077 0.14
H 0.69907 -1.32123 -0.03115 0.06
H -2.14695 -0.74106 0.93069 0.10
H -1.73945 -1.84466 -0.10592 0.08
H -2.40931 0.45726 -1.17709 0.13
H -0.71915 0.10364 -1.85565 0.12
H -1.65310 3.20844 0.85407 0.11
H -2.24279 1.58375 1.60639 0.06
H -3.00708 2.55022 0.28676 0.11
H -0.52955 3.54515 -1.03302 0.08
H -1.51029 2.70958 -2.04068 0.03
H 0.31277 2.43700 -2.01723 0.11
H 2.50625 0.53374 0.53554 0.09
H 2.36170 -0.84749 1.80718 0.06
H 2.63558 0.69227 2.33271 0.09
C 6.24818 -3.04259 8.07498 -0.01
C 5.71671 -1.54373 8.04620 0.00
C 5.16233 -0.97921 6.80705 0.01
C 5.04256 -1.85889 5.54904 -0.04
C 5.71982 -3.35012 5.60640 0.16
C 6.17891 -3.84549 6.97124 -0.05
N 4.48220 -1.35574 4.31960 -0.32
O 4.36877 -2.21241 3.35467 -0.01
O 3.97312 -0.21940 4.28202 0.05
H 6.71521 -3.39593 8.99427 0.10
H 5.70405 -0.93157 8.89299 0.06
H 4.92305 0.05543 7.06266 0.10
H 5.56705 -4.01266 4.90996 0.02
H 6.38744 -4.73642 7.04007 0.00
C -0.60690 6.67272 -1.01272 -0.31
O -1.09889 6.71337 0.10013 0.02
N -1.24381 6.05690 -2.07263 -0.14
C -0.78513 5.98546 -3.51200 -0.03
C -2.69049 5.73663 -2.07085 -0.04
H 0.23126 7.10370 -1.30768 0.09
H -0.79770 5.01822 -3.72635 0.01
H 0.30618 6.43418 -3.85136 0.15
H -1.41657 6.44717 -4.12686 0.03
H -2.86812 5.08978 -1.14783 0.10
H -3.16451 5.38310 -2.88943 0.05
H -3.17978 6.58711 -1.79230 0.06
C -4.57589 -0.60817 2.26405 -0.34
O -4.56348 -1.70729 1.68119 -0.03
N -3.89613 -0.40164 3.42083 -0.17
C -4.04447 1.00409 4.07213 0.01
C -3.03405 -1.39460 4.05965 -0.04
H -5.11979 0.31136 1.86293 0.15
H -4.92180 1.31028 3.92151 -0.01
H -3.09227 1.60139 4.05762 0.10
H -4.21404 0.55736 5.09615 0.11
H -3.56897 -2.28245 4.30285 0.09
H -2.17027 -1.04922 4.66364 0.11
H -2.57086 -1.81414 3.16947 0.06
C 1.81689 -1.16039 -2.71578 -0.38
O 1.25938 -2.20037 -2.64204 0.03
N 2.98174 -0.96102 -2.03514 -0.18
C 3.83478 0.14165 -2.26349 -0.05
C 3.55947 -2.07103 -1.21164 -0.02
H 1.49138 -0.16811 -3.24069 0.15
H 4.34453 0.12576 -3.01290 0.00
H 4.48586 0.20033 -1.46216 0.08
H 3.24293 1.02211 -2.07883 0.09
H 4.57588 -2.30362 -1.58139 0.09
H 2.98731 -3.04799 -1.14004 0.09
H 3.75638 -1.55149 -0.20664 0.09
C -3.51691 -3.96055 -0.56057 -0.33
O -2.77589 -4.66291 0.18172 -0.05
N -3.24346 -3.93225 -1.86161 -0.21
C -4.06637 -3.11627 -2.78433 -0.06
C -1.98155 -4.48483 -2.46420 -0.02
H -4.54776 -3.48389 -0.33826 0.15
H -4.06022 -3.49319 -3.97690 0.14
H -3.51663 -2.26176 -3.06438 0.05
H -5.01426 -3.22278 -2.38260 0.05
H -2.20592 -4.49252 -3.57146 0.08
H -1.70019 -5.42223 -1.92159 0.09
H -1.15009 -3.63511 -2.27283 0.11
C -4.10768 2.19860 -3.00580 -0.40
O -4.18415 2.90216 -2.05149 0.01
N -4.97311 1.16914 -3.27869 -0.17
C -4.79806 0.39209 -4.57751 -0.03
C -6.13287 0.98714 -2.31123 -0.03
H -3.38091 2.30039 -3.80949 0.12
H -5.41374 0.98324 -5.24104 0.07
H -5.36378 -0.57202 -4.58074 0.09
H -3.68964 0.53305 -4.88898 0.11
H -6.34962 1.70064 -1.41892 0.13
H -6.18731 -0.11070 -2.14177 0.08
H -7.01604 0.90055 -2.90617 0.05
C 3.64441 3.93828 -3.01513 -0.38
O 2.53684 3.89671 -2.34746 -0.09
N 3.75415 3.45283 -4.13005 -0.17
C 5.07064 3.40255 -4.78994 -0.01
C 2.62173 2.89648 -4.95637 0.02
H 4.54124 4.39785 -2.63666 0.14
H 5.39279 2.34883 -4.66176 0.10
H 5.73718 4.01323 -4.31785 0.05
H 5.01315 3.47607 -5.89940 0.11
H 2.43523 1.96744 -4.41868 0.07
H 2.75220 2.55940 -6.06623 0.13
H 2.04501 3.74313 -5.07689 0.06
C -0.27526 -4.33880 2.57021 -0.41
O -0.08357 -4.10495 3.74087 0.00
N 0.78015 -4.46501 1.83182 -0.15
C 0.66017 -4.88864 0.39487 -0.07
C 2.23124 -4.19231 2.29710 0.02
H -1.17438 -4.71960 2.06539 0.13
H 0.19825 -4.04867 -0.26795 0.08
H 0.08400 -5.78691 0.26514 0.06
H 1.60918 -5.25056 -0.20790 0.11
H 2.45260 -4.90215 2.87091 -0.01
H 2.29507 -3.20233 2.67073 0.03
H 3.09216 -4.01511 1.32974 0.17
```

## Properties
Strongest force on any atom, Eh/bohr: 0.233
Highest occupied orbital energy, Ha: -0.3954
Electronic energy, eV: -72357.8501
Charge: +1
Kohn-Sham gap, eV: 5.35
Relative energy (zero: lowest compared OMol25 entry of this formula, charge and spin), eV: 0.000


ORCA calculation (ωB97M-V/def2-TZVPD) on a cluster of 2 separate species, C16H19F3IN3O5 in total at a distorted geometry.

```
47
Properties=species:S:1:pos:R:3:nbo_charge:R:1
C 5.73266 -1.12966 2.12262 -0.26
O 5.26987 -0.81614 0.79200 -0.56
C 5.08905 0.58751 0.61948 -0.06
C 4.08534 0.97056 -0.53388 -0.42
C 3.02758 -0.16057 -0.88776 -0.42
C 1.66160 0.52486 -1.29146 -0.47
C 0.41700 0.02812 -0.50766 0.30
N -0.66668 -0.34443 -1.27664 -0.48
C -1.85791 -0.76900 -0.77869 0.55
O -2.91134 -1.08457 -1.64946 -0.43
C -2.51117 -2.02680 -2.54097 0.49
N -2.29073 -2.88142 -3.27099 -0.30
C -2.09754 -0.91407 0.63580 -0.12
C -3.49350 -1.41154 1.14371 -0.43
C -4.22104 -0.31435 2.05312 -0.45
C -5.16297 0.60556 1.22573 0.22
F -5.95424 0.14954 0.18951 -0.31
C -5.22535 1.92677 1.53463 0.67
F -5.19303 2.31882 2.83629 -0.30
F -5.34084 2.90482 0.61428 -0.29
C -0.99304 -0.53979 1.53416 0.34
N -1.22752 -0.68486 2.93975 -0.85
C 0.25737 -0.04884 0.93280 -0.27
I 1.82134 0.55332 2.25772 0.23
H 5.91759 -0.20927 2.73909 0.18
H 6.71496 -1.67932 2.09810 0.19
H 4.93226 -1.74763 2.62079 0.18
H 6.08556 1.06064 0.36400 0.18
H 4.74698 1.11319 1.55531 0.16
H 4.61938 1.35175 -1.44807 0.23
H 3.50156 1.86085 -0.15867 0.20
H 3.48890 -0.75360 -1.72513 0.24
H 2.91454 -0.89732 -0.04487 0.22
H 1.48721 0.27969 -2.37801 0.27
H 1.66199 1.64226 -1.23557 0.27
H -0.57552 -0.28665 -2.31388 0.51
H -4.19421 -1.60512 0.28647 0.26
H -3.42645 -2.37289 1.70741 0.24
H -4.85757 -0.88289 2.77875 0.23
H -3.43348 0.30775 2.53301 0.25
H -0.98650 -1.66341 3.14691 0.40
H -0.62309 -0.06926 3.48752 0.40
C -0.87752 1.61898 -4.61051 0.94
O -0.85126 1.58812 -3.33416 -0.92
O -2.01603 1.01795 -5.11492 -0.73
O -0.07652 2.08276 -5.41077 -0.71
H -2.36768 0.79957 -4.23685 0.46
```

## Properties
Strongest force on any atom, Eh/bohr: 0.052
Highest occupied orbital energy, Ha: -0.2821
Electronic energy, eV: -47854.8283
Charge: 0
Kohn-Sham gap, eV: 5.94


ORCA calculation (ωB97M-V/def2-TZVPD) on an isolated molecule of C4H5NO2 at a distorted geometry.

```
12
Properties=species:S:1:pos:R:3:nbo_charge:R:1
C -1.67492 -0.26958 -0.75816 -0.63
C -0.37436 0.13475 -0.16116 0.11
C 0.13216 1.34024 0.16056 -0.01
O 1.41203 1.15494 0.70737 -0.41
C 1.53557 -0.15962 0.65564 0.76
O 2.57302 -0.87575 1.06872 -0.63
N 0.54872 -0.82513 0.16381 -0.59
H -1.52578 -0.78208 -1.71476 0.23
H -2.20663 -0.96556 -0.09995 0.23
H -2.30385 0.60291 -0.92431 0.22
H -0.23082 2.34735 0.09268 0.21
H 2.11485 -1.70246 0.80955 0.51
```

## Properties
Strongest force on any atom, Eh/bohr: 0.028
SMILES: Cc1coc(O)n1
Highest occupied orbital energy, Ha: -0.3237
Electronic energy, eV: -9813.4522
Charge: 0
Kohn-Sham gap, eV: 9.68
Relative energy (zero: lowest compared OMol25 entry of this formula, charge and spin), eV: 0.863


ORCA calculation (ωB97M-V/def2-TZVPD) on a structure of composition C20H31BeBrN2O4Si at a distorted geometry.

```
60
Properties=species:S:1:pos:R:3:nbo_charge:R:1
Be -1.38992 -2.42358 -1.19866 1.64
O -2.67146 -6.03580 1.37614 -0.47
C -2.48642 -5.01883 0.77324 0.79
O -1.12048 -4.99881 0.01686 -0.56
C -3.33739 -3.92500 0.48663 0.02
C -4.73361 -3.94428 0.86756 -0.14
C -5.56049 -2.89344 0.46027 -0.18
C -5.15374 -2.01852 -0.55338 -0.15
C -3.79583 -1.98693 -0.87904 0.08
N -2.95582 -2.85293 -0.32911 -0.50
C -3.12999 -1.04911 -1.85111 0.75
O -3.68054 0.02831 -2.14058 -0.59
O -1.97243 -1.56395 -2.24323 -0.94
H -5.14509 -4.68128 1.59361 0.25
H -6.52138 -2.78932 0.84602 0.22
H -5.89497 -1.27827 -0.93776 0.25
N -0.02509 -3.66099 -1.66586 -0.83
C -0.86234 -3.95266 -0.80482 -0.03
H 0.84077 -4.16107 -1.81488 0.33
C 0.65863 3.54887 -1.30426 -0.61
C 0.23152 2.04881 -1.08321 -0.58
C 0.36726 1.27127 -2.41868 -0.62
C -1.30326 1.95956 -0.82375 -0.63
Si 1.26606 0.98508 0.20325 1.94
Br -0.10984 -0.85885 0.36890 -0.41
C 1.11305 1.86215 1.97069 -0.56
C 2.11853 3.03357 2.05953 -0.62
C 1.31719 0.80477 3.06148 -0.63
C -0.32349 2.38649 2.18968 -0.61
C 3.04739 0.37076 -0.27281 -0.59
C 3.65326 1.37308 -1.26753 -0.62
C 3.03158 -1.12769 -0.85427 -0.60
C 3.91354 0.24928 0.97472 -0.60
H -0.03455 4.05126 -1.94942 0.22
H 1.70963 3.61378 -1.72263 0.20
H 0.78075 4.11822 -0.37761 0.21
H 0.16118 2.01806 -3.24816 0.21
H -0.31949 0.46564 -2.48591 0.23
H 1.37774 0.84904 -2.59643 0.20
H -1.88448 1.99372 -1.74467 0.23
H -1.77277 2.57102 -0.01326 0.21
H -1.55179 0.95817 -0.44236 0.22
H 3.17956 2.75135 1.95995 0.21
H 2.05480 3.46667 3.05604 0.21
H 2.02185 3.88094 1.34750 0.22
H 2.37065 0.43321 3.07009 0.21
H 0.55331 -0.00566 3.03255 0.23
H 1.17094 1.27078 4.02097 0.21
H -0.69152 3.06321 1.42690 0.22
H -0.31984 2.98357 3.15199 0.20
H -1.05258 1.58202 2.30720 0.22
H 3.32140 1.30763 -2.37140 0.23
H 4.72956 1.30819 -1.23805 0.21
H 3.35974 2.42890 -0.98134 0.21
H 2.07820 -1.30525 -1.29686 0.22
H 3.27703 -1.80591 -0.03932 0.21
H 3.79627 -1.21123 -1.59750 0.21
H 4.02394 1.16370 1.60584 0.21
H 4.84577 -0.11532 0.67135 0.21
H 3.42947 -0.53641 1.64886 0.21
```

## Properties
Strongest force on any atom, Eh/bohr: 0.112
Highest occupied orbital energy (spin up / spin down), Ha: -0.2635 / -0.2635
Electronic energy, eV: -110735.2293
Charge: 0
Kohn-Sham gap (spin up / spin down), eV: 5.81 / 5.81


ORCA calculation (ωB97M-V/def2-TZVPD) on a structure of composition C25H21N4O4SbV at a distorted geometry.

```
56
Properties=species:S:1:pos:R:3:nbo_charge:R:1
V -0.30667 -0.03096 -0.35616 1.23
C -3.09947 1.95914 -0.92606 -0.64
C -2.49277 2.24584 0.40884 0.27
C -2.72707 3.47244 1.02534 -0.23
C -2.08067 3.76374 2.21134 -0.14
C -1.27667 2.79114 2.77784 -0.27
C -1.15527 1.56814 2.13374 -0.04
N -1.73377 1.30874 0.97374 -0.50
Sb -0.22717 -0.02666 3.28154 1.00
C 1.79963 -0.01226 2.47024 -0.05
C 2.85683 -0.01936 3.37084 -0.28
C 4.14713 -0.01106 2.86814 -0.15
C 4.31673 0.00264 1.49614 -0.24
C 3.19643 0.00864 0.66714 0.25
C 3.34393 0.01784 -0.81586 -0.64
N 1.96303 0.00134 1.16764 -0.50
C -1.12727 -1.63456 2.14094 -0.04
C -1.34497 -2.83126 2.80874 -0.27
C -2.17647 -3.77356 2.22794 -0.14
C -2.75457 -3.47766 1.00804 -0.23
C -2.41417 -2.29016 0.36564 0.27
C -2.92877 -2.00736 -1.00866 -0.63
N -1.62657 -1.38386 0.94334 -0.50
H -2.83627 2.76014 -1.61556 0.24
H -2.70687 1.01694 -1.31566 0.22
H -4.18567 1.91134 -0.84976 0.23
H -3.38927 4.18834 0.56114 0.22
H -2.20747 4.72064 2.69434 0.22
H -0.74537 2.96104 3.70634 0.22
H 2.67083 -0.02856 4.43604 0.22
H 5.00233 -0.01436 3.52934 0.22
H 5.30353 0.00954 1.05864 0.22
H 4.39153 0.03884 -1.10916 0.22
H 2.83373 0.89284 -1.22216 0.24
H 2.86783 -0.87586 -1.22436 0.24
H -0.87167 -3.00926 3.76544 0.22
H -2.38067 -4.70956 2.72594 0.22
H -3.44887 -4.15876 0.53624 0.22
H -2.55727 -2.76966 -1.69496 0.24
H -4.01897 -2.02966 -1.02826 0.23
H -2.55407 -1.03256 -1.33596 0.22
O 0.82593 -3.45176 -2.12466 -0.63
C 0.60563 -2.29206 -1.81156 0.75
O 0.13583 -1.86336 -0.70776 -0.80
C 0.91683 -1.12686 -2.72186 0.07
C 1.63823 -1.13686 -3.90896 -0.20
C 1.96263 0.07674 -4.50466 -0.17
C 1.59523 1.25564 -3.86586 -0.20
C 0.87833 1.17674 -2.67986 0.08
N 0.52113 0.00804 -2.13626 -0.52
C 0.51433 2.30254 -1.73906 0.75
O 0.68293 3.48174 -2.01406 -0.63
O 0.06283 1.81134 -0.65266 -0.80
H 1.94923 -2.08496 -4.31806 0.25
H 2.51113 0.10314 -5.43606 0.22
H 1.88123 2.22734 -4.23666 0.24
```

## Properties
Strongest force on any atom, Eh/bohr: 0.053
Multiplicity: 4
Highest occupied orbital energy (spin up / spin down), Ha: -0.2284 / -0.3240
Electronic energy, eV: -72642.9969
Charge: 0
Kohn-Sham gap (spin up / spin down), eV: 6.40 / 9.05
Relative energy (zero: lowest compared OMol25 entry of this formula, charge and spin), eV: 1.385


ORCA calculation (ωB97M-V/def2-TZVPD) on a cluster of 2 separate species, C3H2N3S in total at a distorted geometry.

```
9
Properties=species:S:1:pos:R:3:nbo_charge:R:1
C -0.49261 -1.47370 -0.49759 -0.03
C -1.50503 -0.56758 -0.33532 -0.35
C 0.42707 -0.01584 0.70260 0.44
N 2.89114 3.01879 0.48892 0.11
N 0.65579 -1.07632 0.14173 -0.29
N 2.05947 2.32198 0.62875 -0.08
S -1.01639 0.81279 0.64429 0.63
H -0.51512 -2.40652 -1.03977 0.28
H -2.50431 -0.61359 -0.73360 0.29
```

## Properties
Strongest force on any atom, Eh/bohr: 0.083
Highest occupied orbital energy, Ha: -0.5857
Electronic energy, eV: -18437.9714
Charge: +1
Kohn-Sham gap, eV: 7.24
Relative energy (zero: lowest compared OMol25 entry of this formula, charge and spin), eV: 0.799